Density functional theory data (ωB97M-V with the def2-TZVPD basis set) for a 2-piece molecular cluster, C8H12N2O3 overall in a non-equilibrium geometry.

Geometry as XYZ:
```
25
Properties=species:S:1:pos:R:3:nbo_charge:R:1
C 0.46 -1.90 1.13 -0.4151
N 0.00 -1.62 -0.23 -0.4778
C 0.75 -2.34 -1.22 -0.4180
C 0.00 -0.17 -0.39 0.5063
O -0.99 0.06 -1.48 -0.7417
C -0.63 0.50 0.87 -0.2259
C -0.11 1.69 1.18 -0.2060
C 1.15 2.19 0.72 -0.3480
C 1.87 1.48 -0.15 0.0492
N 1.33 0.28 -0.65 -0.6384
H 0.90 -2.87 1.03 0.1975
H 1.18 -1.17 1.43 0.2004
H -0.40 -1.99 1.74 0.2026
H 1.94 -2.37 -1.10 0.1488
H 0.37 -3.31 -1.38 0.2098
H 0.71 -1.82 -2.11 0.2031
H -1.49 -0.75 -1.29 0.4763
H -1.52 0.09 1.28 0.2227
H -0.69 2.30 1.85 0.2082
H 1.54 3.14 1.19 0.2268
H 2.85 1.63 -0.56 0.2083
H 1.86 -0.20 -1.45 0.4103
O -4.08 1.36 0.19 -0.5233
C -3.71 2.39 -0.14 1.0257
O -3.32 3.39 -0.46 -0.5018
```

LUMO energy: 0.721 eV
SMILES: CN(C)[C@@]1(O)C=CC=CN1.O=C=O
charge: 0
HOMO energy: -7.913 eV

Density functional theory data (ωB97M-V with the def2-TZVPD basis set) for C3H9NiO3 as an isolated structure in a non-equilibrium geometry.

Geometry as XYZ:
```
16
Properties=species:S:1:pos:R:3:nbo_charge:R:1
Ni 1.71 0.96 -0.51 0.7310
O 1.22 2.74 -0.62 -1.2061
H 0.48 2.98 -0.05 0.4589
C 0.87 -0.77 1.77 -0.2560
O 0.42 -0.17 0.57 -0.6302
C -0.78 -0.78 0.08 -0.0846
C -1.06 -0.42 -1.35 -0.0933
H 1.82 -0.29 2.05 0.2107
H 0.13 -0.62 2.57 0.1877
H 1.04 -1.85 1.63 0.1862
H -1.62 -0.44 0.72 0.1852
H -0.69 -1.87 0.18 0.1833
H -2.07 -0.79 -1.59 0.1899
H -0.36 -0.95 -2.03 0.1809
O -0.98 0.98 -1.52 -0.7364
H -0.12 1.30 -1.90 0.4928
```

LUMO energy (alpha / beta): 0.692 / -0.243 eV
2S+1: 4
charge: 0
HOMO energy (alpha / beta): -6.099 / -10.063 eV

Density functional theory data (ωB97M-V with the def2-TZVPD basis set) for an isolated ion of composition C4H9N2O2S and charge +1 in a non-equilibrium geometry.

Geometry as XYZ:
```
18
Properties=species:S:1:pos:R:3:nbo_charge:R:1
N 1.24 -2.63 0.05 -0.6096
C 0.59 -1.48 0.09 0.3441
C -0.80 -1.31 -0.31 -0.5193
C -1.36 -0.29 0.76 -0.2147
N -0.77 1.01 0.37 -0.6092
C 0.14 1.68 0.95 -0.0769
S 0.43 3.32 -0.05 1.4202
O -0.71 3.35 -0.93 -0.9296
O 1.59 2.50 -0.99 -0.8822
H 2.18 -2.70 0.43 0.4365
H 0.96 -3.51 -0.25 0.4336
H 1.08 -0.50 0.33 0.2721
H -1.36 -2.24 -0.29 0.2562
H -0.74 -0.85 -1.29 0.2833
H -2.46 -0.15 0.74 0.2550
H -1.05 -0.56 1.83 0.2429
H -1.35 1.32 -0.52 0.4029
H 2.38 3.04 -0.92 0.4948
```

LUMO energy: -5.252 eV
SMILES: [NH2+]=CCCNC#S(=O)O
charge: +1
HOMO energy: -12.066 eV

Density functional theory data (ωB97M-V with the def2-TZVPD basis set) for the molecule C4H6O2.

Geometry as XYZ:
```
12
Properties=species:S:1:pos:R:3:nbo_charge:R:1
C -0.43 -1.20 -1.51 -0.7093
C 0.52 -0.44 -0.60 0.5481
O 1.72 -0.63 -0.63 -0.5654
C -0.11 0.48 0.34 -0.4860
C 0.61 1.18 1.24 0.2762
O 0.03 1.63 2.36 -0.6439
H -0.77 -0.51 -2.29 0.2341
H -1.33 -1.54 -0.97 0.2205
H 0.08 -2.05 -1.96 0.2366
H -1.19 0.52 0.44 0.2002
H 1.66 1.45 1.13 0.2066
H -0.79 1.11 2.45 0.4822
```

LUMO energy: 0.624 eV
SMILES: CC(=O)/C=C/O
charge: 0
HOMO energy: -9.429 eV

Density functional theory data (ωB97M-V with the def2-TZVPD basis set) for the molecule C19H19F3N2O4 in a non-equilibrium geometry.

Geometry as XYZ:
```
47
Properties=species:S:1:pos:R:3:nbo_charge:R:1
C -5.91 -0.87 1.31 -0.2499
O -5.31 -0.40 -0.07 -0.5277
C -4.06 -0.62 -0.29 0.2382
C -3.15 -1.19 0.50 -0.2194
C -1.88 -1.14 0.36 -0.2769
C -0.85 -1.47 1.36 0.6655
O -1.13 -2.52 1.92 -0.6186
N 0.29 -1.00 1.50 -0.5754
C 0.82 0.10 0.93 0.1217
C -0.11 1.29 0.90 -0.1478
C 0.48 2.68 0.31 -0.1071
C -0.60 3.77 0.29 0.9920
F -1.72 3.76 1.23 -0.3902
F -1.06 3.74 -0.79 -0.2468
F -0.14 4.99 0.73 -0.3479
C 1.67 2.79 0.12 -0.2401
C 2.52 1.67 -0.02 -0.1924
C 2.02 0.51 0.65 0.1195
N 2.98 -0.58 0.68 -0.4641
C 4.35 -0.42 0.91 -0.2032
C 5.18 -0.51 -0.67 -0.0576
O 4.17 -0.26 -1.71 -0.5607
C 3.15 -1.54 -1.57 -0.1069
C 2.74 -1.71 -0.30 -0.2941
C -1.52 -0.83 -0.81 -0.1100
C -2.39 -0.26 -2.02 -0.3143
C -3.76 -0.19 -1.65 0.3215
O -4.58 0.16 -2.48 -0.6242
H -5.39 -0.25 2.01 0.2021
H -5.58 -1.98 1.43 0.2038
H -6.95 -0.83 1.22 0.2068
H -3.56 -1.26 1.58 0.2063
H 0.99 -1.59 1.98 0.4346
H -1.20 1.19 1.17 0.2334
H 2.05 3.72 -0.08 0.2228
H 3.62 1.81 -0.42 0.2507
H 4.59 0.66 0.98 0.2114
H 4.86 -1.06 1.42 0.1795
H 5.66 -1.66 -0.77 0.1421
H 5.75 0.23 -0.80 0.1525
H 3.73 -2.43 -2.06 0.2039
H 2.38 -1.30 -2.34 0.2069
H 1.64 -2.09 -0.40 0.2390
H 3.30 -2.64 0.18 0.2026
H -0.37 -0.94 -1.38 0.1890
H -2.18 0.09 -3.01 0.2253
H -5.55 0.39 -2.03 0.5045
```

LUMO energy: 0.150 eV
SMILES: COc1cc(C(=O)Nc2cc(C(F)(F)F)ccc2N2CCOCC2)ccc1O
charge: 0
HOMO energy: -7.894 eV

Density functional theory data (ωB97M-V with the def2-TZVPD basis set) for an isolated ion of composition C4H7OS and charge +1 in a non-equilibrium geometry.

Geometry as XYZ:
```
13
Properties=species:S:1:pos:R:3:nbo_charge:R:1
C 0.82 1.12 0.16 -0.1991
C -0.45 1.17 -0.20 0.1492
C 1.28 -0.24 0.58 -0.5810
C 0.64 -1.28 -0.20 0.1746
O -1.08 0.01 -0.47 -0.6061
S -2.57 -0.27 0.31 0.3569
H 1.51 1.83 0.19 0.2449
H -0.93 2.15 -0.49 0.2542
H 2.44 -0.27 0.27 0.3206
H 1.22 -0.51 1.66 0.2697
H 0.60 -1.22 -1.28 0.2278
H -0.18 -1.94 0.22 0.2460
H -3.33 -0.55 -0.76 0.1423
```

LUMO energy: -6.385 eV
charge: +1
HOMO energy: -14.220 eV

Density functional theory data (ωB97M-V with the def2-TZVPD basis set) for an isolated ion of composition C4H14N3 and charge +1 in a non-equilibrium geometry.

Geometry as XYZ:
```
21
Properties=species:S:1:pos:R:3:nbo_charge:R:1
C -0.05 -0.15 1.86 -0.6545
C -1.76 -1.21 0.32 -0.6615
C 1.19 1.10 -0.84 -0.2232
C -0.33 -0.75 0.50 0.2926
N 1.24 2.11 -1.80 -0.4352
N 0.58 -1.71 0.15 -0.6545
N -0.22 0.55 -0.56 -0.8058
H 0.98 0.18 1.95 0.2232
H -0.72 0.68 2.08 0.2489
H -0.22 -0.92 2.62 0.2577
H -1.94 -1.59 -0.68 0.2412
H -1.96 -2.02 1.03 0.2597
H -2.47 -0.41 0.53 0.2476
H 1.78 0.24 -1.16 0.2304
H 1.56 1.48 0.11 0.2344
H 1.04 1.84 -2.76 0.3864
H 0.83 3.00 -1.56 0.3939
H 0.39 -2.34 -0.61 0.4183
H 1.53 -1.64 0.45 0.4092
H -0.81 1.30 -0.19 0.3201
H -0.63 0.24 -1.45 0.2712
```

LUMO energy (alpha / beta): -2.665 / -9.286 eV
2S+1: 3
charge: +1
HOMO energy (alpha / beta): -7.217 / -14.428 eV

Density functional theory data (ωB97M-V with the def2-TZVPD basis set) for C12H28FN4O6V as an isolated structure in a non-equilibrium geometry.

Geometry as XYZ:
```
52
Properties=species:S:1:pos:R:3:mulliken_charge:R:1
O -25.13 -4.29 13.43 -0.6259
V -26.35 -4.82 12.62 1.4365
O -27.70 -4.27 13.27 -0.4703
F -25.47 -5.97 11.04 -0.3609
C -30.51 -6.30 9.45 -1.3774
C -29.09 -6.16 10.13 0.8436
O -28.82 -5.54 11.17 -0.6284
N -28.07 -6.85 9.61 0.1188
C -28.22 -7.70 8.42 -1.0392
H -30.79 -7.34 9.62 0.3733
H -30.39 -6.14 8.38 0.3758
H -31.32 -5.65 9.78 0.3244
H -27.24 -6.81 10.17 -0.0209
H -29.12 -8.29 8.32 0.3588
H -27.40 -8.42 8.52 0.2990
H -28.12 -7.08 7.53 0.3177
C -23.80 -8.43 9.24 -0.4303
C -23.19 -8.68 10.68 0.6227
O -22.67 -9.79 10.99 -0.7065
N -23.36 -7.71 11.63 0.1333
C -23.06 -7.75 12.99 -1.0817
H -24.39 -7.52 9.13 -0.1222
H -24.43 -9.27 8.95 0.3272
H -22.95 -8.34 8.56 0.2826
H -24.00 -6.97 11.40 0.0187
H -22.75 -8.76 13.27 0.4008
H -23.84 -7.55 13.72 0.2934
H -22.23 -7.06 13.14 0.3147
C -25.52 -5.37 7.43 -0.2948
C -24.26 -4.62 7.66 0.5487
O -23.71 -3.92 6.80 -0.7543
N -23.81 -4.85 8.87 0.2434
C -22.66 -4.20 9.51 -1.0516
H -25.90 -5.61 8.42 -0.2669
H -25.20 -6.29 6.95 0.3216
H -26.26 -4.74 6.93 0.4154
H -24.30 -5.43 9.55 -0.2967
H -22.92 -3.68 10.43 0.2415
H -22.23 -3.45 8.84 0.3827
H -21.97 -5.00 9.74 0.3470
C -27.30 -2.42 8.96 -1.0545
C -26.42 -2.32 10.17 0.6562
O -26.43 -3.15 10.99 -0.3274
N -25.74 -1.18 10.26 -0.1621
C -24.85 -0.92 11.41 -0.8973
H -27.55 -3.47 8.79 -0.0113
H -26.79 -2.19 8.03 0.4452
H -28.21 -1.86 9.18 0.3891
H -25.67 -0.54 9.49 0.2766
H -25.24 -0.16 12.08 0.2967
H -23.94 -0.48 11.00 0.3522
H -24.64 -1.81 12.01 0.2231
```

LUMO energy: -1.695 eV
charge: 0
HOMO energy: -9.135 eV